(1)
Density functional theory data (wB97M-V/def2-TZVPD) for a structure of composition C16H11NO5 at a distorted geometry.

HOMO energy	-8.9	eV
molecular weight	297.27	g/mol
energy	-28483.3010	eV
gap between HOMO and LUMO	8.717	eV

Last column: Mulliken charge in e.
Positions of all 33 atoms, in Å:
1 O -5.371 -1.474 0.718  -0.68
2 C -4.186 -1.018 0.341  0.28
3 N -3.068 -1.715 0.270  -0.04
4 C -1.819 -1.487 0.235  0.32
5 C -1.361 -0.514 0.778  1.42
6 C -0.099 -0.098 0.936  -1.17
7 C 0.746 -0.947 0.344  0.44
8 C 0.340 -1.940 -0.589  -1.70
9 C -1.033 -2.252 -0.517  -0.52
10 H -1.304 -3.207 -0.933  0.36
11 H 1.002 -2.385 -0.982  0.89
12 O 2.085 -0.499 -0.079  -0.20
13 C 2.921 0.141 0.586  0.66
14 O 2.505 1.152 1.593  -0.69
15 C 4.285 0.294 0.130  0.02
16 C 5.277 1.049 0.819  -0.10
17 C 6.501 0.510 -0.007  -0.58
18 C 5.977 -0.365 -0.812  -0.31
19 O 4.817 -0.429 -0.774  -0.25
20 H 6.486 -0.854 -1.517  0.55
21 H 7.417 1.049 -0.084  0.34
22 H 5.185 1.928 1.608  0.34
23 H 0.308 0.974 1.465  0.25
24 H -2.124 0.333 1.674  0.07
25 H -3.435 -2.625 0.121  0.28
26 C -4.074 0.417 -0.087  -0.07
27 C -3.339 0.772 -1.039  -0.22
28 C -3.685 2.476 -1.147  -0.61
29 C -4.805 2.441 -0.093  -0.27
30 O -4.964 1.288 0.484  -0.31
31 H -5.285 3.449 0.032  0.37
32 H -3.334 3.036 -1.883  0.51
33 H -2.566 0.501 -1.594  0.65

Atoms 1-6, force components in eV/Å:
5.8 1.3 -1.9
-6.5 2.2 2.4
-8.1 -3.9 0.0
-0.9 -5.9 -4.6
0.5 14.1 11.1
2.7 3.9 2.0

***

(2)
Density functional theory data (wB97M-V/def2-TZVPD) for a structure of composition C2H2LiO2Zn at a distorted geometry.

HOMO energy (spin up / spin down)	-7.3 / -6.5	eV
molecular weight	130.37	g/mol
spin multiplicity	2
energy	-54821.7627	eV
gap between HOMO and LUMO (spin up / spin down)	6.860 / 4.473	eV

Last column: Löwdin spin population.
Positions of all 8 atoms, in Å:
1 C 0.617 -1.031 0.231  0.10
2 C 0.365 0.302 0.412  0.06
3 O -0.610 0.910 -0.339  0.21
4 O 0.121 -1.714 -0.782  0.08
5 H 1.765 -0.982 0.375  0.00
6 Zn -1.649 2.277 0.064  0.51
7 Li -1.291 -0.561 -1.299  0.03
8 H 0.683 0.799 1.339  0.00

Atoms 1-6, force components in eV/Å:
2.5 1.0 -3.0
-1.4 0.4 1.3
1.3 -1.8 -0.6
-0.5 0.5 1.4
-1.1 -1.6 0.8
-1.6 2.0 0.7

***

(3)
Density functional theory data (wB97M-V/def2-TZVPD) for a structure of composition C10H10N2 at a distorted geometry.

HOMO energy	-7.6	eV
molecular weight	158.20	g/mol
energy	-13506.4284	eV
gap between HOMO and LUMO	7.869	eV

Last column: Mulliken charge in e.
Positions of all 22 atoms, in Å:
1 C -1.174 2.178 -1.190  -1.43
2 C -1.340 -0.234 -1.825  0.06
3 C -1.001 -1.497 -1.708  -0.67
4 C -0.224 -2.006 -0.524  0.69
5 C 0.310 -0.902 0.330  0.96
6 C 1.100 -1.295 1.472  -0.82
7 C 1.707 -0.329 2.225  -0.73
8 C 1.473 1.051 2.034  -0.67
9 C 0.580 1.457 0.937  -0.29
10 C -0.055 0.454 0.150  0.61
11 H -1.654 2.287 -0.363  0.65
12 H -0.416 2.682 -1.335  0.47
13 H -2.220 2.398 -1.995  0.24
14 H -2.108 0.183 -2.469  0.28
15 H -1.433 -2.267 -2.568  0.18
16 H 0.799 -3.485 0.336  0.20
17 H 1.702 -2.311 1.747  0.03
18 H 2.446 -0.235 2.857  0.45
19 H 1.691 1.887 2.409  0.53
20 H 0.571 2.597 0.940  0.17
21 N -0.810 0.671 -1.058  -0.05
22 N 0.057 -3.284 -0.401  -0.86

Atoms 1-6, force components in eV/Å:
-8.5 -7.9 -4.8
-1.1 -0.3 -1.1
-1.0 -5.2 -1.3
0.7 -1.0 -1.6
0.0 -1.6 2.3
2.6 -1.1 -0.2